# 1
The following is a quantum chemistry calculation of a 6-piece molecular cluster, C21H29F5NO17 overall, from the Open Molecules 2025 dataset.

Atoms and positions in Å:
1 O 5.454 -0.446 3.018
2 O 5.214 0.947 2.834
3 C 4.292 1.130 1.789
4 C 2.844 1.026 2.293
5 C 2.086 2.348 2.392
6 C 0.565 2.111 2.309
7 C 0.201 0.795 2.983
8 C 0.779 -0.366 2.183
9 N 2.011 0.097 1.442
10 H 4.619 -0.792 3.369
11 H 4.478 2.127 1.392
12 H 4.481 0.397 0.998
13 H 2.901 0.563 3.280
14 H 2.364 2.988 1.552
15 H 2.342 2.836 3.330
16 H 0.050 2.911 2.834
17 H 0.297 2.088 1.258
18 H -0.870 0.655 3.102
19 H 0.640 0.801 3.982
20 H 1.094 -1.172 2.840
21 H 0.084 -0.759 1.453
22 H 2.538 -0.728 1.152
23 H 1.734 0.585 0.584
24 C -1.981 2.976 -2.195
25 C -0.721 3.313 -1.419
26 O -0.313 2.028 -0.960
27 C -0.785 1.097 -1.841
28 O -0.398 -0.032 -1.865
29 O -1.702 1.635 -2.641
30 F -0.962 4.101 -0.347
31 H -2.851 2.961 -1.539
32 H -2.172 3.622 -3.046
33 H 0.087 3.751 -2.005
34 C -0.825 -3.200 -0.577
35 C -0.147 -3.907 0.578
36 O -0.659 -3.207 1.692
37 C -1.882 -2.684 1.342
38 O -2.638 -2.211 2.123
39 O -2.045 -2.740 0.014
40 F 1.211 -3.736 0.543
41 H -0.245 -2.326 -0.881
42 H -1.012 -3.836 -1.434
43 H -0.371 -4.964 0.671
44 C -3.712 -6.821 2.957
45 C -3.266 -8.059 2.198
46 O -3.152 -7.568 0.869
47 C -2.909 -6.241 0.929
48 O -2.544 -5.571 0.015
49 O -3.126 -5.772 2.174
50 F -4.178 -9.048 2.233
51 H -4.798 -6.728 2.931
52 H -3.356 -6.772 3.980
53 H -2.299 -8.460 2.506
54 C 5.516 5.852 0.113
55 C 5.966 5.629 -1.320
56 O 5.142 4.541 -1.721
57 C 4.010 4.575 -0.985
58 O 3.023 3.954 -1.226
59 O 4.151 5.409 0.067
60 F 7.259 5.263 -1.404
61 H 6.084 5.213 0.790
62 H 5.567 6.884 0.442
63 H 5.789 6.469 -1.994
64 C -5.301 -0.026 -4.465
65 C -4.926 -0.203 -5.925
66 O -4.688 1.132 -6.336
67 C -4.315 1.851 -5.249
68 O -3.823 2.929 -5.280
69 O -4.575 1.156 -4.116
70 F -5.929 -0.728 -6.659
71 H -6.371 0.158 -4.365
72 H -5.004 -0.854 -3.828
73 H -4.022 -0.790 -6.097

As for the total charge: +1. The calculation puts the lowest unoccupied orbital energy at -2.5 eV. Its HOMO-LUMO gap is 0.3951 hartree. The spin multiplicity is 1.

# 2
The following is a quantum chemistry calculation of one molecule with the formula C21H29FN2O2, from the Open Molecules 2025 dataset.

Atoms and positions in Å:
1 O 0.146 2.700 -2.301
2 C -0.526 2.509 -1.310
3 N -0.003 2.309 -0.083
4 H -0.611 2.076 0.686
5 C 1.419 2.172 0.142
6 H 1.912 2.507 -0.773
7 C 1.805 0.724 0.449
8 C 3.313 0.575 0.629
9 C 3.730 -0.864 0.947
10 C 5.208 -0.950 1.338
11 H 5.386 -1.892 1.859
12 H 5.516 -0.137 1.994
13 C 5.964 -0.939 0.006
14 H 6.240 0.081 -0.261
15 H 6.883 -1.521 0.068
16 C 4.987 -1.522 -1.032
17 H 4.827 -0.815 -1.846
18 H 5.370 -2.442 -1.471
19 C 3.674 -1.780 -0.279
20 H 3.633 -2.818 0.054
21 H 2.803 -1.596 -0.905
22 H 3.090 -1.240 1.751
23 H 3.817 0.911 -0.277
24 H 3.632 1.225 1.448
25 H 1.464 0.092 -0.373
26 H 1.296 0.400 1.362
27 H 1.716 2.825 0.968
28 C -2.056 2.468 -1.368
29 C -2.718 3.452 -0.387
30 C -3.750 2.758 0.508
31 C -3.147 1.544 1.179
32 O -3.192 1.331 2.376
33 N -2.511 0.725 0.308
34 C -2.530 1.026 -1.103
35 H -3.543 0.896 -1.506
36 H -1.873 0.323 -1.620
37 C -1.931 -0.527 0.758
38 C -2.770 -1.696 0.315
39 C -2.341 -2.565 -0.678
40 C -3.111 -3.625 -1.119
41 C -4.359 -3.822 -0.556
42 C -4.817 -2.966 0.433
43 C -4.028 -1.915 0.863
44 H -4.378 -1.247 1.637
45 H -5.790 -3.121 0.872
46 H -4.972 -4.644 -0.890
47 H -2.728 -4.274 -1.891
48 F -1.123 -2.372 -1.239
49 H -0.914 -0.617 0.367
50 H -1.905 -0.480 1.851
51 H -4.111 3.439 1.279
52 H -4.605 2.433 -0.090
53 H -3.208 4.255 -0.939
54 H -1.960 3.916 0.247
55 H -2.321 2.719 -2.398

As for the SMILES: O=C(NCCCC1CCCC1)[C@@H]1CCC(=O)N(Cc2ccccc2F)C1. For the energy relative to the best compared isomer or geometry (same formula, charge and spin), the calculation gives 9.5 kcal per mole. The calculation puts the lowest unoccupied orbital energy at 0.7 eV. Its HOMO-LUMO gap is 0.3688 hartree. The spin multiplicity is 1.

# 3
The following is a quantum chemistry calculation of C21H29GeN4O3PtS as an isolated structure, from the Open Molecules 2025 dataset.

Atoms and positions in Å:
1 Pt 0.339 0.580 -0.447
2 S 0.727 0.710 1.905
3 C 1.813 -0.647 1.759
4 N 2.051 -1.569 2.627
5 N 1.299 -1.505 3.741
6 C 1.384 -2.481 4.709
7 C 2.352 -3.488 4.661
8 C 2.407 -4.436 5.669
9 C 1.517 -4.409 6.735
10 C 0.556 -3.406 6.778
11 C 0.485 -2.452 5.780
12 N 2.630 -0.742 0.617
13 N 2.182 -0.168 -0.399
14 C 3.155 -0.078 -1.457
15 C 4.166 -1.023 -1.585
16 C 5.122 -0.859 -2.570
17 C 5.084 0.251 -3.408
18 C 4.076 1.191 -3.262
19 C 3.097 1.024 -2.292
20 H 0.534 -0.837 3.747
21 H 3.043 -3.509 3.831
22 H 3.162 -5.212 5.618
23 H 1.570 -5.155 7.517
24 H -0.150 -3.366 7.598
25 H -0.270 -1.674 5.818
26 H 4.187 -1.870 -0.915
27 H 5.903 -1.600 -2.687
28 H 5.837 0.377 -4.176
29 H 4.043 2.055 -3.912
30 H 2.288 1.732 -2.158
31 C -3.241 -0.492 2.065
32 C -2.879 -0.433 0.583
33 C -4.033 -0.921 -0.290
34 O -1.734 -1.250 0.350
35 C -2.611 1.047 0.198
36 O -3.552 1.810 0.387
37 O -1.497 1.423 -0.318
38 H -3.580 -1.500 2.325
39 H -4.027 0.226 2.292
40 H -2.355 -0.260 2.658
41 H -4.279 -1.957 -0.034
42 H -3.752 -0.874 -1.344
43 H -4.912 -0.299 -0.131
44 H -2.034 -2.158 0.244
45 C -1.017 -0.951 -5.224
46 Ge 0.474 -0.234 -4.143
47 C 1.859 -1.625 -4.272
48 C 1.014 1.384 -5.129
49 C -0.286 0.143 -2.394
50 H -0.705 -1.142 -6.254
51 H -1.847 -0.242 -5.240
52 H -1.382 -1.887 -4.797
53 H 2.046 -1.862 -5.322
54 H 1.501 -2.531 -3.779
55 H 2.801 -1.337 -3.815
56 H 1.401 1.120 -6.116
57 H 1.765 1.978 -4.612
58 H 0.128 2.008 -5.267
59 H -0.899 -0.750 -2.198
60 H -1.017 0.932 -2.615

As for the total charge: -1. For the energy relative to the best compared isomer or geometry (same formula, charge and spin), the calculation gives 1.5 kcal per mole. The calculation puts the lowest unoccupied orbital energy (alpha / beta) at 1.9 / 1.9 eV. Its HOMO-LUMO gap (alpha / beta) is 0.2358 / 0.2358 hartree. The spin multiplicity is 1.

In hartree/bohr, the max |F| values for the records above are, in order, 0.0100, 0.0137, 0.0021.